# 1
DFT (ωB97M-V with the def2-TZVPD basis set) results for an isolated ion of composition C2H2FO3S and charge -1.

Atoms and positions in Å:
C 0.55756 1.47959 0.14965
C 0.71909 0.06112 -0.15537
O -0.93366 -1.56437 1.33886
O -0.63485 -2.24837 -1.03376
O -1.78489 -0.13160 -0.37949
F 1.95900 -0.39951 -0.20491
S -0.81456 -1.12382 -0.07031
H -0.42436 1.89540 0.09426
H 1.35667 2.03157 0.26107

Results
HOMO (eV): -5.22
Charge: -1
M (g/mol): 125.100
Structure (SMILES): C=C(F)S(=O)(=O)[O-]
Relative energy (zero: lowest compared OMol25 entry of this formula, charge and spin) (eV): 1.281

---

# 2
DFT (ωB97M-V with the def2-TZVPD basis set) results for C23H42Cl2HoN2O3P as an isolated structure.

Atoms and positions in Å:
O 1.53707 -0.32010 1.70714
C 1.46010 -0.38050 3.00085
C 2.16873 -1.47958 3.68485
C 1.85131 -2.82935 3.41555
H 0.90504 -3.02340 2.92432
C 2.73127 -3.83947 3.80499
H 2.47472 -4.88808 3.60459
C 3.97039 -3.53897 4.40420
H 4.69741 -4.33531 4.63881
C 4.23364 -2.20339 4.77726
H 5.15384 -1.95627 5.32414
C 3.34335 -1.19235 4.41256
H 3.54125 -0.13932 4.64299
H 1.72501 0.76631 3.79259
C -0.16435 0.26161 5.20908
C 0.49653 0.70895 3.86534
H -0.70403 1.18299 5.56047
H 0.55843 0.05268 6.04418
H -0.88001 -0.60418 5.18041
C 0.06230 1.77922 3.09812
C -1.16039 2.63367 3.11709
H 0.79659 2.23562 2.37731
H -1.73696 2.80884 4.04124
H -1.83668 2.23690 2.34833
H -0.93915 3.64007 2.72874
Ho 1.87793 -0.60163 -0.52375
Cl -0.64992 -1.25871 -0.34650
Cl 4.40687 -0.42130 -0.67238
H 2.04904 -4.73961 -0.31474
H 0.69082 -5.82989 -2.03086
C 1.71163 -3.71490 -0.54171
C 0.13613 -4.88475 -2.09407
N 1.01992 -3.75908 -1.84090
H 2.59325 -3.04235 -0.60037
C 1.09763 -2.78009 -2.74370
O 1.71186 -1.69070 -2.52680
H -0.28344 -4.79430 -3.10095
H 0.53102 -2.92044 -3.68606
H 1.00329 -3.38814 0.24353
H -0.68257 -4.90666 -1.37022
H 0.75074 4.76729 -2.70463
H 3.32339 4.12910 -3.71763
C 1.09348 4.22750 -1.81430
C 3.40810 3.75110 -2.69161
N 2.11754 3.26059 -2.21113
H 0.25459 3.72267 -1.33215
C 1.99129 1.97211 -1.97383
O 1.15637 1.44534 -1.15036
H 4.10922 2.90568 -2.65955
H 2.70251 1.29167 -2.48064
H 1.53649 4.95973 -1.13287
H 3.76147 4.56539 -2.04247
C -3.86064 3.28594 -1.13174
C -4.22438 1.79969 -1.37930
P -2.81168 0.66948 -1.17192
C -3.53671 -0.97773 -1.68155
C -4.92514 -1.02984 -2.32957
C -1.82672 1.10412 -2.72734
C -2.61955 1.23621 -4.01002
H -3.29333 3.71841 -1.97876
H -4.78229 3.88497 -1.01142
H -3.25974 3.41110 -0.21186
H -4.98148 1.49797 -0.63431
H -4.66996 1.68670 -2.37948
H -2.80259 -1.45033 -2.36450
H -3.53459 -1.58799 -0.75560
H -4.89636 -0.60218 -3.34423
H -5.23364 -2.08342 -2.43007
H -5.69458 -0.51282 -1.73748
H -1.25500 2.01399 -2.48413
H -1.08487 0.29519 -2.80257
H -3.40120 2.00213 -3.97123
H -1.93573 1.51705 -4.81744
H -3.07387 0.27912 -4.29000

Results
Spin multiplicity: 5
HOMO (spin up / spin down) (eV): -4.57 / -4.60
M (g/mol): 661.410
Relative energy (zero: lowest compared OMol25 entry of this formula, charge and spin) (eV): 0.000
<S²>: 6.007

---

# 3
DFT (ωB97M-V with the def2-TZVPD basis set) results for a 3-piece molecular cluster, C31H62O11P2S overall.

Atoms and positions in Å:
C -0.27938 2.18977 8.69645
C -0.49540 3.35417 7.71995
C -1.19358 2.91731 6.43927
C -1.75154 4.09108 5.63137
C -2.11749 3.72535 4.18830
C -3.20753 2.64189 4.10001
C -2.68080 1.23923 3.79284
C -3.87353 0.29696 3.94950
C -3.51224 -1.19446 4.09942
C -2.20600 -1.49157 4.85229
C -1.01170 -1.66548 3.90224
C 0.26180 -1.78658 4.73948
C 1.51820 -2.34547 4.01584
C 1.45232 -2.36796 2.48799
C 2.60598 -3.26825 1.95931
C 3.13851 -2.84984 0.63466
C 3.42517 -3.68928 -0.36647
S 3.26108 -5.43696 -0.44068
C 3.98530 -2.88587 -1.50733
O 4.43276 -3.27516 -2.53029
O 3.92510 -1.57583 -1.11531
C 3.48954 -1.46278 0.18788
O 3.44115 -0.43687 0.77027
H 0.06684 2.57381 9.65390
H -1.17421 1.57971 8.79758
H 0.51557 1.56890 8.27748
H -1.10009 4.13277 8.19618
H 0.47556 3.81106 7.52221
H -2.01438 2.22420 6.63627
H -0.44480 2.43597 5.80183
H -0.95154 4.83701 5.54968
H -2.58006 4.60252 6.12516
H -1.22686 3.43120 3.63061
H -2.54029 4.63740 3.76039
H -3.65888 2.54209 5.08995
H -3.95382 2.85308 3.33392
H -1.87627 1.05265 4.50310
H -2.28444 1.24330 2.77513
H -4.46482 0.38841 3.03489
H -4.49357 0.66243 4.76713
H -3.49481 -1.71954 3.14230
H -4.32180 -1.66075 4.66792
H -1.96787 -0.71166 5.57829
H -2.33663 -2.41842 5.41543
H -1.20220 -2.57313 3.33083
H -0.94322 -0.78947 3.25676
H 0.51545 -0.85396 5.24400
H 0.02975 -2.49066 5.54412
H 2.36949 -1.71298 4.27099
H 1.70470 -3.36871 4.34380
H 0.54083 -2.83819 2.11824
H 1.49527 -1.37738 2.03948
H 3.43025 -3.17237 2.67490
H 2.27216 -4.29966 1.96189
H 1.92914 -5.52421 -0.57870
O -6.04589 2.36062 0.94910
P -6.28483 2.26529 -0.52335
O -6.44968 3.85521 -0.90335
C -5.28200 4.67896 -0.94785
C -4.36901 4.34332 -2.11375
O -7.85833 1.81405 -0.46222
C -8.47460 1.32414 0.72719
C -9.12107 2.44591 1.51407
O -6.11233 1.73856 -2.03157
C -7.18646 1.48782 -2.95759
C -8.02789 2.69464 -3.29745
H -4.74140 4.59705 -0.00003
H -5.63467 5.70575 -1.03919
H -3.93244 3.34777 -2.00284
H -3.55212 5.06302 -2.17665
H -4.92162 4.35125 -3.05297
H -7.76163 0.77112 1.33619
H -9.23910 0.61146 0.41052
H -8.43572 3.27968 1.66177
H -9.45892 2.08982 2.48816
H -9.98473 2.83720 0.97329
H -7.79731 0.66096 -2.60149
H -6.69368 1.13670 -3.86544
H -8.57435 3.07670 -2.43901
H -8.75886 2.41681 -4.05875
H -7.41150 3.50764 -3.68143
O 7.09903 -0.60318 -8.32327
P 7.14823 -1.98421 -7.79990
O 7.53304 -1.87903 -6.22591
C 6.57574 -1.31283 -5.31845
C 5.36122 -2.19796 -5.11428
O 8.54043 -2.54097 -8.44156
C 9.28969 -1.79683 -9.39915
C 10.33857 -0.93441 -8.72744
O 6.44328 -3.41918 -7.79833
C 7.12935 -4.68076 -7.85704
C 8.06624 -4.94643 -6.70255
H 6.27667 -0.32406 -5.67735
H 7.09633 -1.17676 -4.37120
H 4.77542 -2.27899 -6.03446
H 4.71909 -1.78801 -4.34168
H 5.65747 -3.20477 -4.82869
H 8.63212 -1.20253 -10.03106
H 9.77700 -2.52730 -10.04857
H 9.91266 -0.34394 -7.91685
H 10.80477 -0.26090 -9.44782
H 11.11791 -1.56029 -8.28865
H 7.63455 -4.78438 -8.81542
H 6.33674 -5.43027 -7.84513
H 8.90130 -4.25047 -6.67599
H 8.47691 -5.95302 -6.79881
H 7.54427 -4.86882 -5.74849

Results
HOMO (eV): -10.08
M (g/mol): 704.841
Structure (SMILES): CCCCCCCCCCCCCCCC1=C(S)C(=O)OC1=O.CCOP(=O)(OCC)OCC.CCOP(=O)(OCC)OCC
Relative energy (zero: lowest compared OMol25 entry of this formula, charge and spin) (eV): 0.000

---

# 4
DFT (ωB97M-V with the def2-TZVPD basis set) results for C10H22ClEuO4P2 as an isolated structure.

Atoms and positions in Å:
C -2.83022 -0.39808 -1.43344
C -2.08047 0.48589 -0.58076
H -3.68280 0.11964 -1.91806
H -3.20235 -1.25095 -0.83410
H -2.16137 -0.81030 -2.22053
O -2.08716 1.56970 -0.10368
Cl -0.68888 -3.12625 -1.02442
Eu 0.58390 -1.06377 -0.09512
P -0.99344 -0.60070 2.30394
C -1.23460 0.59207 3.65585
C -2.53925 -1.58284 2.39248
H -2.64932 -1.92850 3.42805
H -0.44506 -2.24215 3.98913
H -2.46833 -2.44568 1.71335
H 0.43921 -2.60115 2.47301
H -1.92059 1.38351 3.32513
H -3.40276 -0.96784 2.10593
C 0.12798 -1.79812 3.16444
H -1.65907 0.07426 4.52788
H 1.02764 -1.30637 3.56335
H -0.27171 1.04617 3.93153
P 0.93993 0.76644 -2.34300
C 1.57241 2.44994 -2.61138
C 2.52024 -0.16894 -2.61907
H -0.10680 -0.67412 -4.01430
H 0.81002 0.68510 -4.74998
H -0.81454 0.97201 -4.03453
C 0.12032 0.40088 -3.94511
H 2.40026 -1.22839 -2.32451
H 2.74938 -0.12828 -3.69292
H 1.97631 2.53138 -3.63017
H 2.36386 2.67415 -1.88186
H 3.35821 0.26243 -2.05051
H 0.75189 3.16775 -2.48003
C 0.56270 1.62350 0.75515
O 0.49749 2.75377 0.97186
O 4.24216 0.23929 2.13537
C 3.14213 0.20347 1.59302
O 2.63498 -0.73079 0.83199
H 2.41769 1.05186 1.72603

Results
Spin multiplicity: 7
HOMO (spin up / spin down) (eV): -14.39 / -16.36
Charge: +2
M (g/mol): 455.647
Relative energy (zero: lowest compared OMol25 entry of this formula, charge and spin) (eV): 2.686
<S²>: 12.017

---

# 5
DFT (ωB97M-V with the def2-TZVPD basis set) results for C28H28BF5MgN7O4S2 as an isolated structure.

Atoms and positions in Å:
Mg -0.75098 -1.02399 -0.48060
C 0.40255 -3.68921 -1.41943
C 0.37848 -2.94500 -2.75964
N -0.03509 -1.57516 -2.51035
C -1.06568 -1.04389 -3.36902
C -2.43115 -1.64880 -3.00156
N -2.60528 -1.68211 -1.56550
C -3.11801 -2.91792 -1.02037
C -2.02200 -3.98823 -1.09532
N -0.79103 -3.36519 -0.67593
H 1.24545 -3.31051 -0.84191
H 0.52760 -4.77246 -1.59232
H -0.32017 -3.42520 -3.45232
H 1.37877 -2.98558 -3.20554
H 0.79036 -0.98256 -2.53371
H -0.86792 -1.21698 -4.43900
H -1.10706 0.03107 -3.19632
H -2.47677 -2.67044 -3.38729
H -3.21353 -1.07050 -3.50835
H -3.15923 -0.90948 -1.22017
H -4.03359 -3.26706 -1.53078
H -3.34278 -2.71955 0.02873
H -1.92189 -4.35022 -2.12376
H -2.31452 -4.84905 -0.47477
H -0.62441 -3.49236 0.31114
N 3.80718 2.54202 3.85960
C 2.73410 1.74641 3.49264
C 2.07272 0.95294 4.43437
C 1.04036 0.11976 4.04333
C 0.66239 0.07347 2.71380
C 1.27236 0.89280 1.77793
C 2.28118 1.74670 2.17013
S -0.27005 -1.31124 2.09395
O -0.40404 -2.30779 3.12873
O 0.53716 -1.73530 0.95742
N -1.66695 -0.94908 1.40197
C -2.79058 -0.62011 2.00939
N -3.87488 -0.58053 1.19411
C -5.02970 -0.28411 1.74239
C -5.18965 -0.04850 3.10272
C -4.02062 -0.10091 3.85137
N -2.83826 -0.35579 3.33211
H 4.32413 2.21822 4.66258
H 4.40365 2.80465 3.08886
H 2.40575 0.96246 5.46455
H 0.54966 -0.53491 4.74583
H 0.98480 0.82609 0.73881
H 2.76901 2.37485 1.43652
H -5.87522 -0.24533 1.06236
H -6.15344 0.16059 3.54221
H -4.03494 0.07390 4.92391
O -2.25513 1.53120 -1.25063
B -0.96579 1.05179 -0.90048
O -0.11486 2.16809 -0.88529
C -0.83706 3.25836 -1.20051
C -0.43930 4.57395 -1.32223
C -1.41636 5.50112 -1.65533
C -2.73415 5.12110 -1.86174
C -3.13628 3.79589 -1.75188
C -2.16838 2.86788 -1.41942
H 0.58962 4.85840 -1.16735
H -1.14140 6.54092 -1.75897
H -3.46676 5.87336 -2.12045
H -4.16309 3.50350 -1.91803
F 7.77322 1.12798 0.88279
C 6.65372 0.78869 0.19356
C 5.73000 -0.10972 0.72468
F 5.95079 -0.61880 1.96152
C 4.61696 -0.48451 0.00124
F 3.78108 -1.39187 0.54925
C 4.35054 0.00895 -1.30242
S 3.06641 -0.50337 -2.25916
C 5.29462 0.95173 -1.78195
F 5.12061 1.48558 -3.01165
C 6.40669 1.33079 -1.06512
F 7.28607 2.21812 -1.58795

Results
HOMO (eV): -4.01
Charge: -1
M (g/mol): 720.818
Relative energy (zero: lowest compared OMol25 entry of this formula, charge and spin) (eV): 1.080